Entry 1:
13
Properties=species:S:1:pos:R:3:mulliken_charge:R:1 method="wB97M-V/def2-TZVPD" relative_energy_ev=6.050 fmax_ev_per_a=6.11 lumo_ha=0.033 orbital_gap_ev=9.8 homo_energy_ev=-8.927
H 2.3160 0.7099 -0.5342 0.26
N -2.0588 -0.1390 0.1491 -0.26
H 1.6897 -0.8586 -1.1631 0.29
O -1.3731 -1.4612 -0.0623 -0.48
H -0.4946 -1.1851 0.3227 0.55
N 0.0209 1.2252 0.0122 -0.53
H 2.5134 -0.9786 0.6181 0.26
C -1.2018 1.0457 -0.0715 0.09
H 0.8793 0.0819 1.4337 0.25
H -2.7799 0.0075 -0.7158 0.30
C 1.9235 -0.3832 -0.2821 -0.68
N 0.5589 -0.0851 0.4801 -0.27
H -1.9935 2.0207 -0.1870 0.22

=====

Entry 2:
12
Properties=species:S:1:pos:R:3:mulliken_charge:R:1 method="wB97M-V/def2-TZVPD" relative_energy_ev=3.868 smiles=CNC(C#N)C#N fmax_ev_per_a=3.19 lumo_ha=0.020 orbital_gap_ev=9.7 homo_energy_ev=-9.172
H 0.5008 2.2749 1.0317 0.32
C -0.1139 -2.3182 0.7056 -0.08
C -0.5189 -0.9454 0.2265 0.41
N -0.2622 -0.5268 -2.3039 -0.45
C 0.2081 1.7641 0.1072 -0.80
H -0.8457 1.9654 -0.1051 0.30
H -1.5435 -0.7676 0.6199 0.27
N 0.2071 -3.3760 1.0634 -0.35
N 0.4803 0.3203 0.3153 -0.38
H 0.7729 2.2509 -0.7167 0.28
H 1.4582 0.0823 0.2244 0.25
C -0.3432 -0.7239 -1.1682 0.23

=====

Entry 3:
19
Properties=species:S:1:pos:R:3:mulliken_charge:R:1 method="wB97M-V/def2-TZVPD" s_squared=6.031 relative_energy_ev=0.177 multiplicity=5 fmax_ev_per_a=10.06 charge=+2 lumo_ha="-0.306 / -0.392" orbital_gap_ev="10.0 / 7.8" homo_energy_ev="-18.376 / -18.419"
O -2.9851 3.5252 -1.5041 -0.09
O 0.9384 -0.5264 -1.6675 -0.49
O 1.4251 2.8112 -1.4075 -0.12
C -1.7169 0.1036 -1.6830 0.55
H 2.1945 -2.3690 -0.2956 0.37
O -0.0305 -0.1070 0.3374 -0.59
C -2.2473 2.7345 -1.0605 0.57
N 1.4640 -1.6874 1.5858 -0.27
H 0.5254 -2.8782 0.1241 0.32
C 0.4717 2.2754 -1.0018 0.52
O -2.0593 -0.7764 -2.3583 -0.11
H 1.7709 -2.4771 2.1571 0.36
C -1.5705 1.5755 1.3912 0.62
C 0.6931 -0.8094 -0.4897 0.83
O -1.8067 1.4959 2.5287 -0.13
Cr -1.1079 1.4326 -0.4243 -0.36
H 2.1966 -0.9651 1.6362 0.36
C 1.2549 -2.0637 0.1598 -0.66
H 0.5895 -1.2941 1.9721 0.32

=====

Entry 4:
14
Properties=species:S:1:pos:R:3:mulliken_charge:R:1 method="wB97M-V/def2-TZVPD" relative_energy_ev=0.252 fmax_ev_per_a=2.91 charge=+1 lumo_ha=-0.289 orbital_gap_ev=4.7 homo_energy_ev=-12.543
O 3.4942 1.1598 3.7122 -0.54
O -2.9913 -1.2469 -1.7233 -0.50
N -3.8764 -1.7013 -0.8603 0.92
Cd 1.7840 -1.1960 1.4386 1.33
O 2.5697 0.6667 1.8145 -0.53
O -4.5936 -2.6246 -1.1256 -0.47
O 1.1269 1.2614 -1.9798 -0.50
O 4.0091 2.2682 1.9615 -0.46
O -0.6937 0.2679 -1.3722 -0.58
N 3.4097 1.3991 2.5279 1.03
Cd -2.1569 0.8268 -2.7141 1.18
N 0.5909 0.4101 -1.3281 1.16
O -3.8826 -1.1248 0.2333 -0.57
O 1.2099 -0.3663 -0.5845 -0.47

=====

Entry 5:
68
Properties=species:S:1:pos:R:3:mulliken_charge:R:1 method="wB97M-V/def2-TZVPD" s_squared=0.773 relative_energy_ev=0.000 multiplicity=2 fmax_ev_per_a=2.46 charge=+3 lumo_ha="-0.373 / -0.435" orbital_gap_ev="5.6 / 3.9" homo_energy_ev="-15.730 / -15.701"
H -2.1449 -2.8476 2.5459 0.33
C 2.0221 3.2433 2.0893 -1.18
H 0.1117 -2.6473 3.7029 0.09
H -2.8286 3.0512 -7.7810 0.26
H 3.8789 2.5344 -0.4269 0.47
C 0.2438 -0.0990 -3.9682 -0.92
H 1.1775 -0.4542 -4.3989 0.48
H -2.9070 0.8335 -4.7734 0.50
C -2.1393 0.7727 -2.7976 -0.15
H -1.0176 -4.2113 2.4424 0.39
H -1.3117 2.4092 1.6056 0.09
H 1.0334 -0.2171 -1.9330 0.43
H -0.7904 0.0998 -5.8371 0.39
H -2.5887 2.6879 2.7760 0.54
H 1.7198 -3.3514 4.0930 0.42
H -0.7168 1.8617 -8.3338 0.29
Ce -0.2645 0.0394 1.1680 -0.65
H 1.0860 -4.1601 0.5299 0.35
P -0.8508 -2.6592 0.5347 1.20
H -1.6794 -2.2648 -1.7446 0.31
H 3.1909 0.9524 -0.8517 0.27
H -0.0332 -4.5542 -0.8013 0.46
C 0.4059 -3.7354 -0.2204 -1.27
C -1.6653 1.3232 -8.2115 -0.61
C 0.1953 0.0418 -2.5895 0.56
H -1.6427 0.2398 -8.3851 0.30
H 4.0197 1.1613 0.6887 0.36
C -1.5582 2.3280 2.6828 -0.77
H 1.2747 4.0862 -0.6388 0.52
H 3.3132 0.7218 3.4301 0.34
C -2.1263 -2.4410 -0.7621 -1.33
O -1.0841 0.7469 -0.7117 -0.54
H 3.0102 3.7307 2.0641 0.41
H -2.5148 -4.2103 1.4626 0.46
H 0.9541 2.5729 -1.5398 0.28
H 1.0138 -3.1113 -0.8928 0.31
C -1.7020 -3.5821 1.8530 -1.26
H 1.2586 4.0375 2.1203 0.45
C 3.3506 1.6616 -0.0254 -1.20
H -2.8250 -0.2867 5.1036 0.41
H -3.7564 1.4308 -7.8326 0.28
H -2.3846 1.3861 5.4206 0.40
H 3.7659 -1.3683 1.3792 0.23
C 2.6680 0.0260 4.0022 -1.23
H -0.1890 3.1187 -0.3164 0.30
C -2.0380 0.6180 -4.1677 -0.52
C -0.8580 0.1996 -4.7588 -0.38
C -2.8002 1.9626 -7.9173 -0.48
H 1.0717 -1.9913 5.0662 0.42
C 1.1366 -2.4151 4.0500 -0.98
H 2.8959 -2.9183 1.4873 0.23
C 0.8798 3.0630 -0.5595 -1.26
H 4.0123 -2.4311 2.7899 0.46
H -2.7202 -1.5527 -0.5134 0.38
C 3.2701 -2.0638 2.0723 -1.13
C -1.0003 0.5318 -2.0046 -0.09
H 1.9413 2.6866 3.0362 0.24
C -2.7264 0.6923 4.6506 -1.12
S -1.5300 0.6364 3.3522 0.60
H 1.8709 0.6138 4.4952 0.35
H -0.8525 2.9476 3.2476 0.37
H -2.8182 -3.2945 -0.8390 0.52
H 3.2746 -0.4734 4.7757 0.47
H 1.1623 -0.6461 0.1931 0.04
H -3.0465 1.0763 -2.2626 0.51
P 1.7351 2.0708 0.7207 1.18
H -3.7067 0.9875 4.2717 0.40
P 1.8738 -1.1978 2.8930 1.04

=====

Entry 6:
21
Properties=species:S:1:pos:R:3:mulliken_charge:R:1 method="wB97M-V/def2-TZVPD" relative_energy_ev=3.898 fmax_ev_per_a=0.36 lumo_ha=0.016 orbital_gap_ev=8.3 homo_energy_ev=-7.878
C 2.5202 -0.2822 0.0800 -1.28
H 2.9081 -1.2141 0.5051 0.35
C -0.7561 1.1264 -0.7598 -0.60
H 1.0363 0.4145 -1.3013 0.28
H -0.0601 1.1741 1.3895 0.29
H -1.4585 -0.7343 -1.5383 0.32
H -0.0368 -2.1770 -0.2373 0.48
H 0.5261 2.4836 0.3023 0.28
H -3.1700 0.2863 -0.0086 0.39
H -2.7900 -1.3897 0.4068 0.39
C -0.2912 1.7776 0.4960 -0.85
H 3.3289 0.2036 -0.4759 0.36
H 1.5819 -1.1839 -1.6572 0.45
H -2.1223 -0.0646 1.3797 0.34
C 1.3151 -0.5359 -0.8154 -0.29
H 0.1927 -0.9661 1.0117 0.30
C -1.1572 -0.3230 -0.5644 0.69
H -1.1547 2.4227 0.7319 0.38
H 2.2486 0.3762 0.9154 0.27
C 0.0758 -1.0969 -0.0727 -1.02
C -2.3789 -0.3768 0.3615 -1.53